The following is a DFT calculation (wB97M-V/def2-TZVPD) of the ion C3H7IN with charge +1.

Values from the calculation:
Total charge ... +1
SMILES ... [NH3+]C1(I)CC1
E_tot ... -470.6410 hartree
Strongest force on any atom ... 3.4 eV/Å
Lowest unoccupied orbital energy ... -4.01 eV
Energy above the lowest of the compared OMol25 structures with the same formula, charge and spin ... 39.09 kcal per mole
Highest occupied orbital energy ... -13.86 eV
Molar mass ... 184.0 g/mol

Element x y z (Å)
N: -0.214 1.341 -0.025
C: -0.799 -0.010 0.008
I: -2.999 -0.015 0.005
C: 0.053 -1.023 -0.792
C: 0.014 -1.014 0.784
H: -0.250 1.842 -0.891
H: 0.726 1.083 0.221
H: -0.539 1.937 0.682
H: 0.877 -0.649 -1.365
H: -0.318 -1.869 -1.362
H: -0.412 -1.832 1.262
H: 0.943 -0.654 1.280

The following is a DFT calculation (wB97M-V/def2-TZVPD) of an isolated molecule of C3H7IN4.

Values from the calculation:
E_tot ... -635.0209 hartree
Strongest force on any atom ... 7.3 eV/Å
Lowest unoccupied orbital energy (spin up / spin down) ... 0.43 / 0.43 eV
Energy above the lowest of the compared OMol25 structures with the same formula, charge and spin ... 42.35 kcal per mole
Highest occupied orbital energy (spin up / spin down) ... -7.34 / -7.34 eV
Molar mass ... 226.0 g/mol

Element x y z (Å)
C: -1.316 1.835 0.355
C: 1.227 1.193 0.246
C: 0.407 -1.131 0.025
N: -0.270 -3.092 -0.897
N: -1.029 0.578 0.197
N: -0.407 -1.887 -0.550
N: 0.225 0.245 0.385
I: 1.951 -2.248 1.000
H: -2.337 2.106 0.567
H: -0.626 2.720 0.512
H: 2.181 0.792 0.148
H: 1.032 1.634 -0.752
H: 1.271 1.907 0.988
H: -1.272 -1.102 -0.998
H: -1.036 -3.550 -1.226

The following is a DFT calculation (wB97M-V/def2-TZVPD) of a cluster of 2 separate species, C3H7INO in total.

Values from the calculation:
Total charge ... +1
E_tot ... -545.8040 hartree
Strongest force on any atom ... 3.1 eV/Å
Lowest unoccupied orbital energy (spin up / spin down) ... -7.66 / -7.65 eV
Energy above the lowest of the compared OMol25 structures with the same formula, charge and spin ... 76.47 kcal per mole
Highest occupied orbital energy (spin up / spin down) ... -13.07 / -13.12 eV
Molar mass ... 200.0 g/mol

Element x y z (Å)
C: -0.425 -1.008 0.755
C: 0.340 -1.116 -0.504
C: 0.702 0.020 0.464
N: 0.143 1.414 -0.032
O: 1.724 0.144 1.161
I: 4.335 -0.015 -0.051
H: -1.440 -0.639 0.754
H: -0.198 -1.691 1.561
H: 1.093 -1.886 -0.590
H: -0.126 -0.843 -1.440
H: -0.608 1.340 -0.730
H: 0.940 1.934 -0.425
H: -0.192 1.949 0.782

The following is a DFT calculation (wB97M-V/def2-TZVPD) of a cluster of 2 separate species, C3H7INO in total.

Values from the calculation:
Total charge ... +1
E_tot ... -545.8081 hartree
Strongest force on any atom ... 1.8 eV/Å
Lowest unoccupied orbital energy (spin up / spin down) ... -4.20 / -5.82 eV
Energy above the lowest of the compared OMol25 structures with the same formula, charge and spin ... 73.89 kcal per mole
Highest occupied orbital energy (spin up / spin down) ... -13.39 / -12.56 eV
Molar mass ... 200.0 g/mol

Element x y z (Å)
C: 0.853 1.705 -0.262
C: 0.341 0.923 -1.397
C: -1.771 -2.531 1.275
N: -0.169 0.683 -0.051
O: -0.946 -2.015 0.653
I: 1.533 -2.073 0.955
H: 1.826 1.466 0.148
H: 0.557 2.738 -0.141
H: -0.339 1.387 -2.098
H: 0.949 0.131 -1.812
H: 0.179 -0.192 0.416
H: -1.893 -3.184 2.133
H: -1.118 0.963 0.181